Here is a molecular structure, H16IO8 at a distorted geometry from the OMol25 dataset. Energies are from ωB97M-V with the def2-TZVPD basis set.

Positions of all 25 atoms, in Å:
I  0.34981  -18.95204  -2.33376
O  1.61464  -16.87412  -0.60297
H  1.85205  -17.41609  0.14945
H  1.08723  -17.44993  -1.15661
O  -1.31250  -16.92849  -0.95913
H  -0.82207  -16.93502  -0.13715
H  -0.95457  -17.66283  -1.45799
O  0.28222  -16.88026  -4.25069
H  -0.54404  -16.40345  -4.17204
H  0.34645  -17.38451  -3.43962
O  1.72349  -18.36251  -4.68238
H  2.31507  -19.11292  -4.73852
H  0.93603  -18.70860  -4.26243
O  0.84090  -21.53742  -3.54857
H  0.59905  -20.72453  -3.10478
H  0.45818  -21.45691  -4.42223
O  2.72359  -20.18075  -1.40246
H  2.20585  -19.59424  -1.95398
H  3.21603  -19.59603  -0.82641
O  -1.02029  -19.16394  0.36498
H  -0.55732  -18.89347  -0.42794
H  -1.82412  -19.57387  0.04552
O  -2.22715  -19.72192  -3.57970
H  -1.41354  -19.46563  -3.14543
H  -2.24599  -19.19961  -4.38162

For the total energy, the calculation gives -909.1269 Ha. As for the spin multiplicity: 1. The value obtained for the HOMO-LUMO gap is 8.97 eV. The value obtained for the energy above the lowest of the compared OMol25 structures with the same formula, charge and spin is 596.97 kJ/mol. Its total charge is -1.